Record 1
C21H12Cl3CrGeN5S5 as an isolated structure. Source: the Open Molecules 2025 dataset; level of theory: the ωB97M-V functional and the def2-TZVPD basis.

```
! RIJCOSX wB97M-V def2-TZVPD def2/J DEFGRID3
* xyz -1 6
Cr -0.019 0.989 -0.010
C 1.881 2.147 3.718
C 1.919 0.998 4.534
C 1.190 -0.073 4.109
C 0.531 -0.111 2.852
N 0.614 0.996 2.023
C 1.214 2.104 2.538
N -0.040 -1.269 2.532
C -0.660 -1.557 1.436
N -0.799 -0.787 0.243
C -1.316 -1.576 -0.734
N -1.389 -1.363 -2.057
C -1.058 -0.198 -2.613
C -1.234 -0.173 -4.046
C -1.080 1.014 -4.689
C -0.772 2.189 -3.977
C -0.604 2.119 -2.623
N -0.717 0.957 -1.932
C -1.692 -2.837 -0.177
C -2.341 -3.893 -0.776
C -2.565 -5.014 -0.011
C -2.094 -5.092 1.314
C -1.431 -4.040 1.873
C -1.232 -2.860 1.141
H 2.354 3.041 4.107
H 2.350 0.982 5.542
H 1.085 -0.978 4.698
H 1.086 2.987 1.975
H -1.516 -1.106 -4.496
H -1.281 1.065 -5.755
H -0.690 3.139 -4.481
H -0.407 3.062 -2.031
H -2.715 -3.846 -1.777
H -3.060 -5.898 -0.439
H -2.326 -5.980 1.923
H -1.122 -4.185 2.899
S 6.928 2.374 -2.484
C 5.386 2.179 -1.964
S 4.638 0.601 -1.887
C 3.097 1.029 -1.109
C 2.838 2.440 -1.011
S 1.421 3.045 -0.392
S 4.276 3.452 -1.466
S 2.110 -0.214 -0.642
Cl -3.552 0.901 1.911
Ge -2.085 2.156 0.813
Cl -1.822 3.946 2.094
Cl -3.298 3.139 -0.696
*
```

HOMO-LUMO gap (spin up / spin down): 4.445 / 5.348 eV
molecular weight: 725.66 g/mol
strongest force on any atom: 2.40 eV/Å
calculated total energy: -206111.442 eV
<S²>: 8.856
highest occupied orbital energy (spin up / spin down): -2.933 / -5.344 eV
energy relative to the best compared isomer or geometry (same formula, charge and spin): 0.00 kJ/mol

Record 2
C21H12Cl5F6N6O2OsS as an isolated structure. Source: the Open Molecules 2025 dataset; level of theory: the ωB97M-V functional and the def2-TZVPD basis.

```
! RIJCOSX wB97M-V def2-TZVPD def2/J DEFGRID3
* xyz 1 5
Os 0.326 0.197 -0.049
C 1.862 -2.513 3.990
N 2.546 -2.401 2.706
C 3.904 -2.548 2.505
C 4.146 -2.326 1.204
N 2.920 -2.044 0.605
C 1.939 -2.096 1.550
S 0.259 -1.936 1.343
C 2.783 -1.781 -0.777
C 3.615 -2.466 -1.648
C 3.578 -2.152 -2.995
C 2.703 -1.174 -3.430
C 1.876 -0.575 -2.507
N 1.903 -0.865 -1.194
H 2.535 -2.997 4.691
H 0.964 -3.113 3.872
H 1.593 -1.521 4.349
H 4.578 -2.777 3.311
H 5.069 -2.289 0.656
H 4.264 -3.242 -1.272
H 4.220 -2.675 -3.691
H 2.640 -0.886 -4.469
H 1.152 0.168 -2.810
Cl -6.667 1.938 -0.811
C -4.994 1.854 -0.485
C -4.509 0.964 0.468
Cl -5.578 -0.048 1.320
C -3.124 0.898 0.733
Cl -2.517 -0.158 1.921
C -2.225 1.717 0.040
O -0.916 1.681 0.267
C -2.718 2.601 -0.921
Cl -1.610 3.545 -1.801
C -4.102 2.677 -1.181
Cl -4.680 3.757 -2.355
C 2.359 2.947 2.328
C 2.529 2.092 1.076
O 1.621 1.034 1.112
C 2.310 2.964 -0.185
F 1.224 3.721 -0.056
F 3.350 3.762 -0.424
F 2.129 2.199 -1.286
C 3.941 1.478 1.070
F 4.044 0.591 2.075
F 4.904 2.382 1.231
F 4.192 0.807 -0.073
H 1.345 3.337 2.352
H 3.066 3.775 2.346
H 2.519 2.319 3.202
N -1.008 -0.516 -1.301
C -1.971 -0.977 -1.818
N -2.925 -1.516 -2.376
C -4.173 -1.141 -2.566
N -5.272 -0.850 -2.760
*
```

HOMO-LUMO gap (spin up / spin down): 7.235 / 5.634 eV
molecular weight: 893.92 g/mol
strongest force on any atom: 1.43 eV/Å
calculated total energy: -127220.402 eV
<S²>: 6.022
highest occupied orbital energy (spin up / spin down): -11.041 / -11.057 eV
energy relative to the best compared isomer or geometry (same formula, charge and spin): 15.56 kJ/mol

Record 3
C21H12F3N2O7S4Ti as an isolated structure. Source: the Open Molecules 2025 dataset; level of theory: the ωB97M-V functional and the def2-TZVPD basis.

```
! RIJCOSX wB97M-V def2-TZVPD def2/J DEFGRID3
* xyz 0 2
Ti 1.342 1.332 0.221
O 3.671 3.596 0.466
S 3.195 2.891 -0.692
O 3.762 3.167 -1.968
O 3.188 1.350 -0.393
O 1.625 2.985 -0.735
S -5.538 2.690 -1.420
C -5.920 4.330 -1.143
C -4.859 5.018 -0.643
C -3.715 4.198 -0.467
C -3.931 2.899 -0.839
C -2.986 1.780 -0.789
C -1.606 2.041 -0.619
N -0.709 1.084 -0.567
C -1.103 -0.203 -0.690
C -2.436 -0.579 -0.832
C -2.748 -1.978 -0.919
C -1.779 -2.916 -0.864
C -0.398 -2.550 -0.710
C 0.674 -3.457 -0.650
C 1.970 -3.011 -0.491
C 2.171 -1.618 -0.356
N 1.182 -0.755 -0.423
C -0.079 -1.197 -0.623
C 3.125 -3.910 -0.433
C 4.449 -3.577 -0.526
C 5.307 -4.703 -0.446
C 4.622 -5.868 -0.295
S 2.937 -5.608 -0.216
C -3.381 0.461 -0.883
H -6.905 4.701 -1.373
H -4.888 6.070 -0.401
H -2.782 4.562 -0.063
H -1.227 3.051 -0.522
H -3.785 -2.268 -1.030
H -2.029 -3.967 -0.932
H 0.469 -4.518 -0.738
H 3.150 -1.192 -0.179
H 4.807 -2.568 -0.670
H 6.383 -4.646 -0.508
H 5.017 -6.867 -0.211
H -4.432 0.214 -0.984
F -0.688 -0.064 2.848
C -0.082 0.724 3.760
F 0.469 -0.045 4.693
F -0.999 1.507 4.319
S 1.207 1.739 2.929
O 0.454 2.443 1.863
O 1.821 2.493 3.958
O 2.011 0.741 2.186
*
```

HOMO-LUMO gap (spin up / spin down): 6.829 / 7.307 eV
molecular weight: 637.46 g/mol
strongest force on any atom: 0.51 eV/Å
calculated total energy: -113898.084 eV
<S²>: 0.752
highest occupied orbital energy (spin up / spin down): -8.480 / -8.955 eV
energy relative to the best compared isomer or geometry (same formula, charge and spin): 0.00 kJ/mol

Record 4
C21H13Cl3N3O7STl as an isolated structure. Source: the Open Molecules 2025 dataset; level of theory: the ωB97M-V functional and the def2-TZVPD basis.

```
! RIJCOSX wB97M-V def2-TZVPD def2/J DEFGRID3
* xyz -2 1
Tl -1.044 -1.097 -0.240
O -0.995 -2.136 2.660
C -0.432 -3.300 2.154
C -1.207 -4.445 2.220
C -0.690 -5.661 1.808
C 0.613 -5.731 1.343
C 1.383 -4.583 1.288
C 0.881 -3.346 1.683
C 1.726 -2.147 1.529
N 1.227 -1.093 1.034
N 2.022 0.013 0.890
C 1.342 0.976 0.292
O 0.159 0.954 -0.150
C 2.092 2.272 0.114
C 1.447 3.333 -0.512
C 2.097 4.547 -0.687
C 3.400 4.710 -0.237
C 4.049 3.651 0.387
C 3.399 2.439 0.562
H -2.226 -4.358 2.575
H -1.313 -6.547 1.826
H 1.016 -6.666 0.977
H 2.378 -4.622 0.863
H 2.785 -2.193 1.791
H 0.431 3.185 -0.853
H 1.582 5.367 -1.174
H 3.910 5.657 -0.374
H 5.068 3.773 0.739
H 3.884 1.601 1.044
O -0.761 -3.508 -3.329
S -0.210 -3.279 -2.006
O 0.994 -4.048 -1.722
O -1.245 -3.452 -0.929
O 0.142 -1.761 -1.869
Cl -2.520 5.950 -2.306
C -2.555 4.217 -2.005
C -1.697 3.385 -2.702
C -1.723 2.025 -2.456
Cl -0.657 0.998 -3.345
C -2.583 1.420 -1.501
O -2.619 0.154 -1.276
C -3.451 2.336 -0.852
Cl -4.594 1.702 0.294
C -3.443 3.699 -1.082
H -1.007 3.785 -3.432
H -4.123 4.344 -0.543
N -2.578 -0.527 2.337
C -1.718 -1.291 1.828
H -2.638 -0.705 3.345
*
```

HOMO-LUMO gap: 6.859 eV
molecular weight: 762.16 g/mol
strongest force on any atom: 0.25 eV/Å
calculated total energy: -93888.248 eV
highest occupied orbital energy: -2.634 eV
energy relative to the best compared isomer or geometry (same formula, charge and spin): 56.97 kJ/mol